30
Properties=species:S:1:pos:R:3 method="wB97M-V/def2-TZVPD" smiles="CCS(=O)(=O)CCSc1nc2ccccc2s1" energy_ev=-49708.76488 mol_weight_g_mol=287.43 lumo_energy_ev=0.515 homo_lumo_gap_ha=0.334
S 0.580 2.339 2.741
S -1.478 -2.221 -1.061
S -1.308 0.466 0.312
O 0.579 3.489 3.604
O 1.852 1.773 2.380
N 0.334 -0.424 -1.587
C -0.067 1.797 0.120
C -0.278 -2.575 -2.276
C 1.792 -2.689 -4.086
C -0.423 1.037 3.530
C -0.244 2.851 1.179
C -0.686 -0.652 -0.850
C -0.129 -3.716 -3.043
C 0.606 -1.481 -2.408
C 0.914 -3.761 -3.948
C 1.650 -1.547 -3.325
C -1.814 1.552 3.812
H -0.405 0.173 2.875
H -2.328 0.902 4.517
H 0.274 3.769 0.908
H -0.191 2.196 -0.887
H 0.920 1.341 0.211
H 1.049 -4.642 -4.557
H -2.406 1.594 2.901
H -0.811 -4.544 -2.932
H 0.123 0.815 4.445
H -1.744 2.548 4.244
H 2.323 -0.711 -3.421
H -1.282 3.076 1.404
H 2.598 -2.754 -4.801